Entry A
# C3H6O2S

A molecular structure, C3H6O2S (wB97M-V/def2-TZVPD, OMol25).

Results
Highest occupied orbital energy, eV: -10.050
Charge: 0
Orbital gap, eV: 6.3
Lowest unoccupied orbital energy, eV: -3.70

Cartesian coordinates (Å):
O: 3.404 1.349 -0.865
C: 2.637 0.970 0.019
O: 2.870 0.813 1.383
C: 1.193 0.736 -0.402
C: 0.348 -0.015 0.304
S: -2.565 -1.123 -0.138
H: 2.771 1.859 0.991
H: 1.036 1.071 -1.469
H: -5.459 -2.272 -0.428
H: -0.750 -0.207 -0.104
H: 0.614 -0.523 1.190
H: -6.101 -2.660 -0.480

Atom charges from the Löwdin analysis, given in e for atoms 1 to 2: 0.10, -0.57



Entry B
# C3H6O2S

C3H6O2S in the gas phase (wB97M-V/def2-TZVPD, OMol25).

Results
Structure (SMILES): COC(=S)OC
Highest occupied orbital energy, eV: -8.940
Charge: 0
Orbital gap, eV: 9.6
Lowest unoccupied orbital energy, eV: 0.70

Cartesian coordinates (Å):
C: 1.298 -1.959 0.110
C: 0.085 0.076 -0.018
C: -1.289 1.993 0.169
H: 0.437 -2.700 0.089
H: 2.267 -2.325 0.757
H: 1.547 -1.805 -1.166
H: -1.041 2.210 -0.901
H: -1.251 3.059 0.843
H: -2.354 1.579 0.156
O: 0.997 -0.719 0.660
O: -0.507 0.928 0.879
S: -0.189 -0.338 -1.578

Atom charges from the Löwdin analysis, given in e for atoms 1 to 2: -0.21, -0.81



Stability check: which of them is least stable? entry A.



Entry A
# C3H10NO2S

A molecular structure, C3H10NO2S (wB97M-V/def2-TZVPD, OMol25).

Results
Highest occupied orbital energy, eV: -3.456
Charge: -1
Orbital gap, eV: 6.4
Lowest unoccupied orbital energy, eV: 2.94

Cartesian coordinates (Å):
C: 0.667 -0.238 -0.192
C: 1.964 0.585 -0.241
S: 3.330 -0.247 0.529
N: -0.425 0.390 -0.932
C: -1.621 -0.533 -0.912
O: -1.994 -1.030 0.285
H: 0.552 -0.642 0.824
H: 0.910 -1.132 -0.800
H: 2.263 0.709 -1.285
H: 1.770 1.583 0.169
H: 2.307 -1.756 0.456
H: -0.706 1.172 -0.350
H: -1.433 -1.293 -1.707
H: -2.416 0.140 -1.300
H: -1.599 0.924 2.577
H: -1.801 0.212 1.227
O: -1.770 1.155 1.650

Atom charges from the Löwdin analysis, given in e for atoms 1 to 2: -0.40, -0.69



Entry B
# C3H10NO2S

2 unconnected molecules or ions with the total composition C3H10NO2S (wB97M-V/def2-TZVPD, OMol25).

Results
Highest occupied orbital energy, eV: -3.413
Charge: -1
Orbital gap, eV: 6.4
Lowest unoccupied orbital energy, eV: 2.99

Cartesian coordinates (Å):
C: 0.580 0.325 0.777
C: 1.964 -0.266 1.079
S: 3.174 1.002 1.531
N: -0.193 -0.727 0.134
C: -1.690 -0.408 -0.081
O: -1.834 0.644 -0.901
H: 0.430 1.257 0.235
H: 0.186 0.532 1.800
H: 1.840 -0.975 1.964
H: 2.338 -0.901 0.285
H: 2.796 1.261 2.816
H: 0.188 -0.848 -0.803
H: -2.171 -0.146 0.915
H: -2.051 -1.328 -0.549
H: -2.039 -0.534 -3.288
H: -1.746 0.704 -2.471
O: -1.772 0.409 -3.443

Atom charges from the Löwdin analysis, given in e for atoms 1 to 2: -0.36, -0.60



Stability check: which of them is least stable? entry A.



Entry A
# C2H2F2OS

C2H2F2OS in the gas phase (wB97M-V/def2-TZVPD, OMol25).

Results
Highest occupied orbital energy, eV: -9.586
Charge: 0
Orbital gap, eV: 9.0
Lowest unoccupied orbital energy, eV: -0.60

Cartesian coordinates (Å):
C: 0.132 0.084 -0.140
C: -1.304 0.150 -0.296
O: 2.663 -0.265 0.374
F: -1.846 0.845 0.746
F: -2.004 -1.034 -0.319
S: 1.228 -1.035 -0.046
H: 2.694 0.554 0.901
H: -1.563 0.701 -1.220

Atom charges from the Löwdin analysis, given in e for atoms 1 to 2: -0.33, -0.51



Entry B
# C2H2F2OS

A molecular structure, C2H2F2OS (wB97M-V/def2-TZVPD, OMol25).

Results
Highest occupied orbital energy (spin up / spin down), eV: -9.947 / -9.814
Charge: 0
Orbital gap (spin up / spin down), eV: 8.4 / 8.9
Lowest unoccupied orbital energy (spin up / spin down), eV: -1.50 / -0.88

Cartesian coordinates (Å):
C: -0.309 0.256 -0.610
C: 0.927 0.408 0.231
O: -2.692 -1.553 0.040
F: 1.102 1.653 0.705
F: 2.058 0.220 -0.582
S: -1.401 -1.440 0.615
H: -0.654 0.899 -1.400
H: 0.968 -0.443 1.000

Atom charges from the Löwdin analysis, given in e for atoms 1 to 2: 0.04, -0.53



Entry C
# C2H2F2OS

2 unconnected molecules or ions with the total composition C2H2F2OS (wB97M-V/def2-TZVPD, OMol25).

Results
Highest occupied orbital energy (spin up / spin down), eV: -10.318 / -10.318
Charge: 0
Orbital gap (spin up / spin down), eV: 9.1 / 9.1
Lowest unoccupied orbital energy (spin up / spin down), eV: -1.26 / -1.26

Cartesian coordinates (Å):
C: -0.960 0.610 -0.566
C: 0.559 0.651 -0.583
O: -3.286 -0.027 -0.223
F: 1.179 -0.036 0.465
F: 1.095 1.917 -0.604
S: -1.983 -0.060 0.419
H: -1.713 1.358 -2.088
H: 0.697 0.181 -1.527

Atom charges from the Löwdin analysis, given in e for atoms 1 to 2: -0.36, -0.45



Entry D
# C2H2F2OS

C2H2F2OS in the gas phase (wB97M-V/def2-TZVPD, OMol25).

Results
Highest occupied orbital energy (spin up / spin down), eV: -9.860 / -10.086
Charge: 0
Orbital gap (spin up / spin down), eV: 8.6 / 8.6
Lowest unoccupied orbital energy (spin up / spin down), eV: -1.26 / -1.50

Cartesian coordinates (Å):
C: 0.184 -0.350 -0.351
C: 0.278 0.954 0.356
O: -1.448 -2.528 -1.028
F: 1.028 1.826 -0.377
F: 0.958 0.766 1.560
S: -1.583 -1.259 -0.295
H: 1.125 -0.870 -0.661
H: -0.542 1.460 0.797

Atom charges from the Löwdin analysis, given in e for atoms 1 to 2: -0.11, -0.48



Stability check: which of them is least stable? entry C.



Entry A
# C5H10N2

A gas-phase ion, C5H10N2 (charge +2) (wB97M-V/def2-TZVPD, OMol25).

Results
Structure (SMILES): C=C=[N+](C)C(C)=[NH2+]
Highest occupied orbital energy, eV: -19.985
Charge: +2
Orbital gap, eV: 10.0
Lowest unoccupied orbital energy, eV: -9.99

Cartesian coordinates (Å):
C: 1.672 -0.237 -0.225
C: 2.996 -0.346 -0.784
C: -0.690 -0.669 0.151
C: -1.730 -0.202 -0.713
C: 0.279 1.612 0.282
N: -0.764 -1.787 0.851
N: 0.558 0.181 0.236
H: 3.739 -0.707 -0.078
H: 3.264 -0.216 -1.807
H: -1.394 0.632 -1.342
H: -2.567 0.078 -0.010
H: -2.267 -1.064 -1.234
H: 0.923 2.150 0.822
H: -0.574 1.789 0.912
H: 0.080 1.877 -0.790
H: -1.631 -2.291 0.702
H: -0.084 -2.188 1.482

Atom charges from the Löwdin analysis, given in e for atoms 1 to 2: 0.12, 0.27



Entry B
# C5H10N2

A molecular structure, C5H10N2 (wB97M-V/def2-TZVPD, OMol25).

Results
Highest occupied orbital energy (spin up / spin down), eV: -19.506 / -19.505
Charge: +2
Orbital gap (spin up / spin down), eV: 8.6 / 8.6
Lowest unoccupied orbital energy (spin up / spin down), eV: -10.95 / -10.95

Cartesian coordinates (Å):
C: -0.013 -0.296 -0.320
C: -0.139 0.916 -2.268
C: 0.120 -2.312 -0.012
C: 0.746 -0.822 2.002
C: -0.746 1.958 -0.169
N: 0.295 -1.026 0.678
N: -0.281 0.844 -0.985
H: -0.323 1.848 -2.796
H: 0.197 0.061 -2.849
H: -0.865 -2.750 -0.060
H: 0.981 -2.784 -0.462
H: 0.182 -1.479 2.676
H: 0.655 0.218 2.315
H: 1.792 -1.140 2.110
H: -1.093 2.775 -0.805
H: 0.063 2.334 0.464
H: -1.572 1.655 0.480

Atom charges from the Löwdin analysis, given in e for atoms 1 to 2: 0.09, 0.33



Stability check: which of them is least stable? entry B.



Entry A
# C4H5N2

A molecular structure, C4H5N2 (wB97M-V/def2-TZVPD, OMol25).

Results
Highest occupied orbital energy, eV: -14.475
Charge: +1
Orbital gap, eV: 9.0
Lowest unoccupied orbital energy, eV: -5.52

Cartesian coordinates (Å):
C: -2.413 0.133 -0.121
C: -1.400 -0.633 0.092
C: 0.574 -0.199 -0.035
C: -1.280 1.092 0.055
N: -0.213 -1.290 0.040
N: 1.906 -0.132 -0.055
H: -0.955 1.783 -0.825
H: -1.039 1.659 0.932
H: 0.040 -2.221 -0.272
H: 2.297 0.800 0.053
H: 2.482 -0.993 0.135

Atom charges from the Löwdin analysis, given in e for atoms 1 to 2: 0.15, -0.12



Entry B
# C4H5N2

A molecular structure, C4H5N2 (wB97M-V/def2-TZVPD, OMol25).

Results
Highest occupied orbital energy, eV: -15.912
Charge: +1
Orbital gap, eV: 8.8
Lowest unoccupied orbital energy, eV: -7.07

Cartesian coordinates (Å):
C: -1.950 -1.352 -0.013
C: -1.192 -0.332 0.034
C: -0.064 1.259 -0.002
C: 1.409 -0.843 0.016
N: 0.233 -0.056 0.117
N: -1.403 1.111 -0.058
H: 0.408 2.225 -0.084
H: 1.659 -1.078 -1.014
H: 2.130 -0.739 0.717
H: 1.032 -1.880 0.210
H: -2.261 1.684 0.076

Atom charges from the Löwdin analysis, given in e for atoms 1 to 2: 0.39, -0.32



Entry C
# C4H5N2

A gas-phase ion, C4H5N2 (charge +1) (wB97M-V/def2-TZVPD, OMol25).

Results
Highest occupied orbital energy, eV: -15.687
Charge: +1
Orbital gap, eV: 9.7
Lowest unoccupied orbital energy, eV: -5.94

Cartesian coordinates (Å):
C: -3.273 -1.070 -0.025
C: -1.869 1.099 0.065
C: -0.547 0.465 0.168
C: 1.677 -0.740 0.288
N: -2.731 -0.038 -0.230
N: 0.487 -0.094 0.566
H: -1.815 1.664 -0.920
H: -2.438 2.023 0.234
H: 1.814 -0.820 -0.750
H: 2.619 -0.345 0.816
H: 1.438 -1.809 0.806

Atom charges from the Löwdin analysis, given in e for atoms 1 to 2: 0.11, -0.10



Stability check: which of them is least stable? entry A.